Entry 1:
Molecular formula: C3H3F3O
Method: DFT, wB97M-V/def2-TZVPD

Cartesian coordinates (Å):
C (0.334, 0.812, -0.104)
C (0.867, -0.550, -0.423)
C (-1.369, 1.099, 0.572)
O (0.997, -1.530, 0.385)
F (0.607, -1.025, -1.686)
F (-1.362, 0.620, 1.797)
F (-2.305, 0.279, -0.035)
H (0.950, 1.467, 0.473)
H (0.340, 1.314, -1.052)
H (0.941, -2.486, 0.074)

- Lowest unoccupied orbital energy (alpha / beta): 0.002 / -0.020 Eh
- Highest occupied orbital energy (alpha / beta): -8.81 / -7.84 eV
- 2S+1: 1
- Gap between HOMO and LUMO (alpha / beta): 8.865 / 7.287 eV
- Net charge: 0

***

Entry 2:
Molecular formula: C3H3F3O
Method: DFT, wB97M-V/def2-TZVPD

Cartesian coordinates (Å):
C (-2.030, 0.213, 0.361)
C (1.167, -0.782, -0.439)
C (1.495, 0.455, -0.103)
O (-1.896, -0.597, -0.505)
F (1.725, -1.841, 0.152)
F (0.933, 1.514, -0.672)
F (2.374, 0.826, 0.810)
H (-2.593, 0.004, 1.284)
H (-1.597, 1.226, 0.294)
H (0.423, -1.017, -1.182)

- Lowest unoccupied orbital energy (alpha / beta): 0.033 / -0.098 Eh
- Highest occupied orbital energy (alpha / beta): -6.89 / -9.89 eV
- ⟨S²⟩: 2.006
- 2S+1: 3
- Gap between HOMO and LUMO (alpha / beta): 7.784 / 7.215 eV
- Net charge: 0

***

Entry 3:
Molecular formula: C3H3F3O2
Method: DFT, wB97M-V/def2-TZVPD

Cartesian coordinates (Å):
C (1.135, -1.542, 0.209)
C (0.215, -0.450, 0.461)
C (-0.977, 1.265, -0.519)
O (1.609, -0.222, 0.359)
O (-0.437, -0.003, -0.723)
F (-1.619, 1.631, -1.635)
F (-1.848, 1.324, 0.538)
F (-0.048, 2.245, -0.343)
H (1.248, -2.404, 1.028)
H (0.986, -1.827, -0.798)
H (-0.264, -0.017, 1.423)

- Lowest unoccupied orbital energy (alpha / beta): 0.026 / -0.182 Eh
- Highest occupied orbital energy (alpha / beta): -3.70 / -12.81 eV
- ⟨S²⟩: 2.007
- 2S+1: 3
- Gap between HOMO and LUMO (alpha / beta): 4.411 / 7.865 eV
- Net charge: 0